Entry 1:
Here is a single C28H35N5O4S molecule from the OMol25 dataset. Energies are from the ωB97M-V functional and the def2-TZVPD basis.

Each line ends with the Löwdin charge.
Positions of all 73 atoms, in Å:
C  4.122  -0.705  -1.324  -0.05
C  3.356  -0.115  -0.180  -0.29
C  2.883  -0.937  0.837  -0.06
C  2.113  -0.430  1.863  -0.03
C  1.810  0.930  1.906  -0.24
N  0.972  1.374  2.936  0.12
C  0.745  2.646  3.327  -0.56
O  1.375  3.621  2.984  0.06
C  -0.322  2.775  4.421  -0.34
S  -1.784  1.727  4.197  1.04
C  -2.149  2.131  2.532  -0.55
N  -1.334  2.938  1.962  0.12
C  -1.543  3.284  0.662  -0.20
C  -0.652  4.159  0.031  0.00
C  -0.859  4.504  -1.283  -0.06
C  -1.949  3.995  -1.994  -0.08
C  -2.831  3.133  -1.385  -0.02
C  -2.639  2.767  -0.050  -0.09
C  -3.544  1.837  0.607  -0.38
O  -4.492  1.294  0.069  0.07
N  -3.251  1.580  1.952  0.02
C  -4.129  0.676  2.674  -0.16
C  -3.582  -0.751  2.758  -0.16
C  -3.170  -1.278  1.382  -0.09
C  -1.841  -0.663  0.969  -0.49
O  -0.945  -0.468  1.771  0.04
N  -1.729  -0.363  -0.338  0.10
C  -0.528  0.197  -0.919  -0.15
C  0.081  -0.716  -1.982  -0.15
C  0.386  -2.106  -1.424  -0.20
N  1.429  -2.782  -2.177  -0.18
C  1.864  -3.998  -1.509  -0.17
C  3.029  -4.613  -2.283  -0.19
O  2.662  -4.911  -3.610  -0.13
C  2.215  -3.749  -4.265  -0.20
C  1.031  -3.110  -3.536  -0.17
C  2.314  1.769  0.921  -0.01
C  3.070  1.241  -0.112  -0.04
H  4.489  0.071  -1.991  0.08
H  4.970  -1.283  -0.960  0.08
H  3.471  -1.377  -1.885  0.05
H  3.121  -1.991  0.818  0.11
H  1.725  -1.084  2.629  0.12
H  0.360  0.649  3.292  0.10
H  0.099  2.479  5.384  0.09
H  -0.640  3.815  4.469  0.09
H  0.177  4.541  0.605  0.11
H  -0.175  5.179  -1.774  0.11
H  -2.097  4.282  -3.024  0.10
H  -3.683  2.728  -1.911  0.12
H  -5.075  0.675  2.124  0.13
H  -4.289  1.074  3.680  0.11
H  -4.358  -1.383  3.190  0.12
H  -2.709  -0.777  3.412  0.08
H  -3.021  -2.359  1.437  0.13
H  -3.943  -1.067  0.644  0.11
H  -2.516  -0.509  -0.951  0.15
H  0.178  0.340  -0.099  0.10
H  -0.758  1.173  -1.360  0.12
H  1.012  -0.263  -2.321  0.12
H  -0.602  -0.784  -2.832  0.11
H  0.752  -1.991  -0.401  0.11
H  -0.540  -2.710  -1.388  0.13
H  2.188  -3.750  -0.497  0.11
H  1.044  -4.737  -1.444  0.13
H  3.337  -5.557  -1.831  0.13
H  3.875  -3.911  -2.279  0.12
H  1.927  -4.055  -5.272  0.13
H  3.034  -3.016  -4.325  0.13
H  0.744  -2.197  -4.059  0.12
H  0.178  -3.812  -3.546  0.13
H  2.104  2.824  0.961  0.10
H  3.438  1.903  -0.883  0.11

Values from the calculation:
Kohn-Sham gap: 8.418 eV
E_tot: -2060.99766 hartree
Strongest force on any atom: 0.87 eV/A
ΔE to the lowest compared entry with this formula, charge and spin: 0.000 eV
Structure (SMILES): Cc1ccc(NC(=O)CSc2nc3ccccc3c(=O)n2CCCC(=O)NCCCN2CCOCC2)cc1
Highest occupied orbital energy: -8.0 eV

Entry 2:
Here is a molecular structure, C45H61As3F6N2OPSW at a distorted geometry from the OMol25 dataset. Energies are from the ωB97M-V functional and the def2-TZVPD basis.

Each line ends with the Mulliken spin population.
Positions of all 121 atoms, in Å:
W  -0.204  1.778  0.313  0.07
C  -1.271  0.396  3.502  0.02
C  -2.447  0.702  2.572  0.06
As  -1.992  -0.209  0.836  -0.02
C  -2.629  -1.855  1.672  0.01
C  -1.763  -2.931  1.854  0.00
C  -2.199  -4.043  2.558  0.00
C  -3.491  -4.074  3.074  0.00
C  -4.347  -2.988  2.889  0.00
C  -3.921  -1.865  2.200  0.00
C  -3.326  0.346  -0.459  0.00
C  -4.574  -0.240  -0.611  0.00
C  -5.446  0.242  -1.582  0.00
C  -5.080  1.301  -2.397  0.00
C  -3.803  1.849  -2.298  0.00
C  -2.931  1.347  -1.358  0.00
As  0.488  0.883  2.713  0.56
C  0.695  2.588  3.550  0.07
C  -0.420  3.393  3.865  0.01
C  -0.221  4.693  4.258  0.01
C  1.085  5.209  4.367  0.02
C  2.192  4.395  4.147  0.00
C  2.006  3.086  3.745  0.02
C  0.993  1.190  5.644  -0.04
C  0.519  2.045  6.555  0.00
C  0.876  1.642  7.859  0.00
C  1.640  0.504  8.061  0.00
C  2.071  -0.271  6.995  0.01
C  1.746  0.079  5.670  0.04
H  -1.342  0.884  4.473  0.00
H  -1.259  -0.680  3.691  0.01
H  -2.643  1.762  2.471  0.00
H  -3.337  0.253  2.999  0.00
H  -0.761  -2.907  1.443  0.00
H  -1.535  -4.885  2.704  0.00
H  -3.833  -4.940  3.625  0.00
H  -5.350  -3.009  3.295  0.00
H  -4.597  -1.031  2.086  0.00
H  -4.871  -1.084  -0.008  0.00
H  -6.412  -0.229  -1.709  0.00
H  -5.773  1.678  -3.138  0.00
H  -3.500  2.645  -2.966  0.00
H  -1.887  1.679  -1.388  0.00
H  -1.430  3.007  3.827  0.00
H  -1.070  5.327  4.480  0.00
H  1.226  6.249  4.640  0.00
H  3.189  4.788  4.298  0.00
H  2.855  2.433  3.590  0.00
H  -0.065  2.937  6.370  0.00
H  0.535  2.254  8.685  0.00
H  1.907  0.216  9.069  0.00
H  2.669  -1.161  7.149  0.00
H  2.072  -0.497  4.817  -0.01
F  -1.729  2.683  0.768  -0.01
As  -1.173  4.898  -1.344  0.00
F  -1.192  5.514  0.256  0.00
F  0.590  3.396  0.842  0.00
F  -1.438  6.371  -2.132  0.00
F  0.262  2.267  -1.407  0.01
F  0.563  4.991  -1.526  0.00
N  4.630  2.784  0.636  0.01
C  3.376  2.865  0.220  0.01
N  2.927  3.954  -0.353  0.01
S  2.416  1.391  0.415  0.11
H  5.275  3.557  0.546  0.00
H  4.969  1.943  1.076  0.00
H  3.518  4.766  -0.478  0.00
H  1.974  4.040  -0.683  0.00
O  0.322  -0.051  -0.851  0.01
P  0.796  -1.072  -2.009  0.00
C  -0.532  -2.338  -2.157  0.00
C  -0.254  -3.558  -3.071  0.00
C  -1.532  -4.387  -3.320  0.00
C  -2.539  -4.266  -2.185  0.00
C  -2.993  -2.808  -2.019  0.00
C  -1.925  -1.806  -2.497  0.00
C  1.496  -0.278  -3.518  0.00
C  1.059  -0.823  -4.904  0.00
C  -0.272  -0.260  -5.396  0.00
C  -0.263  1.267  -5.404  0.00
C  0.085  1.776  -4.005  0.00
C  1.461  1.254  -3.594  0.00
C  2.158  -2.139  -1.413  0.00
C  2.740  -3.001  -2.588  0.00
C  4.202  -2.686  -2.909  0.00
C  5.112  -2.886  -1.693  0.00
C  4.430  -2.434  -0.388  0.00
C  3.294  -1.446  -0.653  0.00
H  -0.553  -2.687  -1.113  0.00
H  0.497  -4.200  -2.613  0.00
H  0.126  -3.243  -4.037  0.00
H  -1.254  -5.428  -3.477  0.00
H  -2.007  -4.057  -4.246  0.00
H  -2.094  -4.639  -1.255  0.00
H  -3.396  -4.910  -2.379  0.00
H  -3.232  -2.615  -0.972  0.00
H  -3.908  -2.641  -2.590  0.00
H  -2.096  -0.848  -2.033  0.00
H  -2.003  -1.670  -3.573  0.00
H  2.541  -0.567  -3.383  0.00
H  1.048  -1.907  -4.939  0.00
H  1.843  -0.504  -5.597  0.00
H  -1.088  -0.600  -4.757  0.00
H  -0.462  -0.640  -6.400  0.00
H  -1.235  1.646  -5.720  0.00
H  0.475  1.633  -6.122  0.00
H  -0.675  1.395  -3.308  0.00
H  0.074  2.868  -3.974  0.00
H  1.815  1.700  -2.664  0.00
H  2.183  1.543  -4.362  0.00
H  1.672  -2.802  -0.689  0.00
H  2.156  -2.897  -3.498  0.00
H  2.683  -4.052  -2.299  0.00
H  4.300  -1.664  -3.288  0.00
H  4.527  -3.330  -3.725  0.00
H  6.050  -2.355  -1.848  0.00
H  5.390  -3.936  -1.609  0.00
H  5.164  -1.980  0.279  0.00
H  4.024  -3.297  0.147  0.00
H  3.679  -0.587  -1.215  0.00
H  2.914  -1.087  0.300  0.00

Values from the calculation:
Kohn-Sham gap (spin up / spin down): 5.497 / 4.216 eV
E_tot: -10047.83035 hartree
Strongest force on any atom: 5.86 eV/A
Multiplicity: 2
ΔE to the lowest compared entry with this formula, charge and spin: 0.000 eV
Highest occupied orbital energy (spin up / spin down): -18.6 / -18.6 eV
Net charge: +4

Entry 3:
Here is a molecular structure, C49H51BrN7O2P2SSiYb at a distorted geometry from the OMol25 dataset. Energies are from the ωB97M-V functional and the def2-TZVPD basis.

Each line ends with the Mulliken spin population.
Positions of all 115 atoms, in Å:
Yb  -0.585  0.294  1.502  0.01
N  -1.220  2.711  2.020  0.00
C  -2.163  3.705  1.567  0.00
C  -2.880  4.509  2.458  0.00
C  -3.607  5.605  1.997  0.00
C  -3.732  5.803  0.617  0.00
C  -3.159  4.909  -0.295  0.00
C  -2.339  3.843  0.168  0.00
P  -1.503  2.709  -1.003  0.00
C  -0.339  3.899  -1.726  0.01
C  0.903  4.061  -1.047  0.00
C  1.890  4.916  -1.520  0.00
C  1.663  5.637  -2.699  0.00
C  0.449  5.463  -3.380  0.00
C  -0.575  4.661  -2.888  0.00
C  -2.662  2.353  -2.342  -0.02
C  -2.100  1.960  -3.599  0.01
C  -2.923  1.393  -4.577  -0.01
C  -4.310  1.378  -4.396  0.00
C  -4.849  1.895  -3.225  0.00
C  -4.052  2.428  -2.217  0.00
H  -1.337  2.505  3.018  0.00
H  -0.238  2.995  1.976  0.00
H  -2.859  4.233  3.520  0.00
H  -4.068  6.295  2.712  0.00
H  -4.288  6.663  0.231  0.00
H  -3.294  5.096  -1.384  0.00
H  1.116  3.469  -0.160  0.00
H  2.849  5.026  -0.950  0.00
H  2.436  6.297  -3.118  0.00
H  0.255  6.054  -4.276  0.00
H  -1.552  4.594  -3.412  0.00
H  -1.019  2.090  -3.730  0.00
H  -2.442  0.982  -5.466  0.00
H  -4.896  0.967  -5.212  0.00
H  -5.915  1.942  -3.106  0.00
H  -4.554  2.887  -1.354  0.00
N  -2.581  -2.637  4.081  0.00
C  -1.365  -3.279  4.335  0.00
C  -1.045  -4.293  5.234  0.00
C  0.247  -4.818  5.148  0.00
C  1.197  -4.308  4.248  0.00
C  0.827  -3.295  3.354  -0.01
C  -0.429  -2.714  3.444  0.01
N  -1.051  -1.658  2.789  0.00
C  -2.340  -1.706  3.117  -0.01
C  -3.444  -0.798  2.650  0.03
C  -4.774  -0.769  3.068  0.00
S  -5.721  0.260  2.057  0.00
C  -4.308  0.570  1.112  0.00
N  -3.168  0.042  1.529  0.01
H  -3.462  -2.920  4.492  0.00
H  -1.815  -4.697  5.890  0.00
H  0.545  -5.600  5.836  0.00
H  2.209  -4.696  4.207  0.00
H  1.497  -2.923  2.595  0.00
H  -5.190  -1.308  3.872  0.00
H  -4.318  1.300  0.291  0.00
Br  1.248  -0.410  6.017  0.00
C  2.866  -0.061  5.074  0.00
C  4.015  0.032  5.881  0.00
C  5.256  0.031  5.261  0.00
C  5.307  -0.074  3.845  0.00
C  4.171  -0.167  3.072  0.00
C  2.909  -0.008  3.681  0.00
C  1.667  0.193  2.848  0.00
O  0.887  1.149  3.129  0.00
O  1.448  -0.641  1.898  0.00
H  3.879  0.148  6.929  0.00
H  6.154  0.112  5.857  0.00
H  6.262  -0.078  3.379  0.00
H  4.267  -0.178  1.957  0.00
C  4.539  1.228  -3.725  0.00
N  4.788  0.874  -2.280  0.00
C  4.984  -0.617  -2.110  0.00
N  3.910  -1.392  -2.690  0.00
C  3.734  -0.999  -4.099  0.00
N  3.453  0.421  -4.278  0.00
C  2.144  0.758  -3.744  0.00
P  2.084  0.380  -1.934  0.02
C  3.667  1.346  -1.463  0.00
C  2.664  -1.384  -1.921  0.00
H  5.496  1.037  -4.257  0.00
H  4.318  2.301  -3.815  0.00
H  5.663  1.352  -1.972  0.00
H  5.050  -0.851  -1.055  0.00
H  5.954  -0.880  -2.570  0.00
H  2.889  -1.559  -4.522  0.00
H  4.632  -1.295  -4.677  0.00
H  1.397  0.154  -4.273  0.00
H  1.904  1.841  -3.877  0.00
H  3.840  1.140  -0.386  0.00
H  3.533  2.419  -1.601  0.00
H  1.935  -2.080  -2.362  0.00
H  2.861  -1.741  -0.915  0.00
C  -1.508  -2.914  -3.371  0.12
Si  -1.799  -2.611  -1.496  0.54
C  -3.722  -2.862  -1.292  0.09
C  -1.138  -4.272  -0.717  0.09
C  -1.853  -5.035  0.232  0.04
C  -1.328  -6.201  0.801  -0.02
C  -0.048  -6.652  0.418  0.03
C  0.666  -5.917  -0.556  -0.02
C  0.086  -4.802  -1.151  0.03
H  -1.809  -3.921  -3.716  0.02
H  -0.485  -2.786  -3.672  -0.01
H  -2.102  -2.204  -3.942  -0.02
H  -4.006  -3.836  -1.680  0.02
H  -4.243  -2.061  -1.825  -0.01
H  -3.991  -2.789  -0.243  -0.01
H  -2.871  -4.734  0.458  0.01
H  -1.895  -6.777  1.493  0.00
H  0.397  -7.573  0.815  0.00
H  1.632  -6.223  -0.928  0.00
H  0.634  -4.317  -1.980  0.00

Values from the calculation:
Kohn-Sham gap (spin up / spin down): 6.814 / 5.608 eV
E_tot: -7534.27276 hartree
Strongest force on any atom: 3.29 eV/A
Multiplicity: 2
Highest occupied orbital energy (spin up / spin down): -11.3 / -11.3 eV
Net charge: +2

Entry 4:
Here is a molecular structure, C2H7N3O3 at a distorted geometry from the OMol25 dataset. Energies are from the ωB97M-V functional and the def2-TZVPD basis.

Each line ends with the Löwdin charge.
Positions of all 15 atoms, in Å:
C  -0.488  -0.189  0.378  -0.37
C  -1.906  -0.117  -0.144  -0.33
N  -2.509  -1.228  -0.308  0.20
N  1.835  -0.727  -0.449  -0.08
N  2.225  0.525  -0.037  -0.13
O  -0.276  -1.333  1.012  0.07
O  0.039  0.957  0.708  0.03
O  -2.368  1.109  -0.658  0.08
H  0.651  -1.560  1.241  0.12
H  -3.432  -1.109  -0.569  0.04
H  1.584  -0.767  -1.423  0.02
H  2.737  0.547  0.928  0.17
H  2.700  1.140  -0.743  0.13
H  1.042  0.964  0.373  -0.01
H  -1.835  1.788  -0.309  0.06

Values from the calculation:
Kohn-Sham gap (spin up / spin down): 6.774 / 8.079 eV
E_tot: -470.24479 hartree
Strongest force on any atom: 3.08 eV/A
ΔE to the lowest compared entry with this formula, charge and spin: 5.291 eV
Highest occupied orbital energy (spin up / spin down): -7.1 / -8.0 eV

Entry 5:
Here is a molecular structure, C3H7NOS at a distorted geometry from the OMol25 dataset. Energies are from the ωB97M-V functional and the def2-TZVPD basis.

Each line ends with the Löwdin charge.
Positions of all 13 atoms, in Å:
C  0.778  1.133  -1.982  -0.19
C  -0.094  1.071  -0.473  -0.26
C  -0.502  -0.612  1.232  -0.78
H  -0.241  3.154  -2.657  0.24
H  1.070  -0.097  -2.482  0.16
H  2.096  1.916  -1.855  0.18
H  -1.204  0.742  -0.948  0.16
H  0.043  2.016  0.069  0.09
H  1.680  -0.493  0.263  0.29
H  -1.656  -0.008  1.414  0.16
N  0.479  0.072  0.469  -0.19
O  -0.361  1.916  -2.887  -0.33
S  -0.209  -2.039  2.084  0.48

Values from the calculation:
Kohn-Sham gap: 8.505 eV
E_tot: -646.38270 hartree
Strongest force on any atom: 6.13 eV/A
ΔE to the lowest compared entry with this formula, charge and spin: 8.960 eV
Highest occupied orbital energy: -8.5 eV